1.
ORCA calculation (ωB97M-V/def2-TZVPD) on a molecular structure, C28H48Br4CaCl2F3LiN4O11P at a distorted geometry.

Computed properties:
**Molecular weight**: 1142.2 g mol⁻¹
**LUMO energy**: -6.6 eV
**Gap between HOMO and LUMO**: 0.95 eV
**Charge**: +1

Element x y z (Å)
N: 3.684 -2.015 0.697
P: 3.102 -1.937 2.203
C: 1.406 -1.097 2.312
C: 0.558 -0.838 0.987
N: -0.379 -1.779 0.847
C: -0.261 -2.786 1.979
C: 0.225 -1.801 3.162
H: 3.820 -3.118 0.525
H: 3.016 -3.270 2.767
H: 3.986 -1.189 3.075
H: 1.592 -0.030 2.690
H: 0.623 0.010 0.238
H: -1.099 -1.864 0.108
H: -1.245 -3.340 2.109
H: 0.642 -3.397 1.614
H: -0.672 -1.105 3.348
H: 0.669 -2.281 4.102
C: -0.324 3.290 0.384
O: -1.381 2.365 0.285
C: -1.673 1.676 1.506
C: -2.977 2.178 2.123
N: -2.837 3.535 2.649
C: -4.108 4.204 2.943
C: -5.126 4.359 1.802
O: -4.739 5.275 0.786
C: -3.819 4.761 -0.157
H: -0.027 3.580 -0.628
H: -0.638 4.192 0.911
H: 0.548 2.846 0.892
H: -0.840 1.733 2.218
H: -1.806 0.626 1.240
H: -3.271 1.509 2.939
H: -3.744 2.125 1.345
H: -2.337 4.101 1.977
H: -3.855 5.206 3.300
H: -4.589 3.686 3.780
H: -6.034 4.782 2.240
H: -5.428 3.400 1.367
H: -3.992 3.702 -0.373
H: -2.797 4.914 0.196
H: -3.926 5.322 -1.088
Br: 4.753 -4.192 -0.273
Li: 2.417 3.398 0.361
C: 4.304 -1.688 -2.481
C: 4.124 -1.029 -3.850
C: 3.769 0.459 -3.754
C: 2.480 0.651 -3.012
N: 1.467 0.805 -2.431
H: 3.375 -1.665 -1.894
H: 4.589 -2.742 -2.600
H: 5.084 -1.190 -1.904
H: 3.340 -1.566 -4.406
H: 5.050 -1.136 -4.419
H: 3.667 0.882 -4.757
H: 4.558 1.006 -3.232
C: -6.341 7.618 -1.176
C: -7.806 7.897 -0.892
O: -8.548 8.262 -2.041
C: -9.028 7.217 -2.924
O: -9.687 6.292 -2.261
C: -7.908 6.628 -3.858
F: -7.060 7.602 -4.276
F: -8.436 6.103 -4.986
F: -7.143 5.667 -3.303
H: -5.938 8.321 -1.909
H: -5.755 7.688 -0.255
H: -6.200 6.609 -1.564
H: -7.849 8.771 -0.233
H: -8.270 7.078 -0.334
H: -9.612 7.818 -3.644
Ca: 2.558 -2.986 -3.057
Cl: -0.274 -1.628 -5.898
C: -0.157 0.106 -5.500
C: 0.163 0.951 -6.715
Cl: 1.820 0.667 -7.306
H: 0.596 0.225 -4.722
H: -1.123 0.401 -5.085
H: 0.094 2.009 -6.459
H: -0.529 0.754 -7.535
C: 9.070 -4.145 -0.331
Br: 10.735 -3.261 0.125
Br: 8.396 -3.566 -2.056
Br: 9.222 -6.072 -0.244
H: 8.337 -3.847 0.415
C: 1.605 -7.300 6.666
C: 1.946 -6.013 6.571
C: 1.407 -5.144 5.486
O: 1.727 -3.964 5.442
C: 0.508 -5.750 4.502
C: 0.169 -7.038 4.594
C: 0.686 -7.902 5.695
O: 0.340 -9.065 5.756
O: -0.661 -7.614 3.689
O: 2.799 -5.442 7.462
H: 1.987 -7.941 7.449
H: 0.138 -5.113 3.710
H: -0.751 -8.545 3.974
H: 2.885 -4.511 7.182
C: 9.836 -8.645 -3.547
O: 9.247 -8.058 -4.495
O: 10.093 -7.797 -2.514
O: 10.196 -9.827 -3.425
H: 9.683 -7.043 -2.985

=====

2.
ORCA calculation (ωB97M-V/def2-TZVPD) on a molecular structure, C28H41BrFN6O3Ti at a distorted geometry.

Computed properties:
**Multiplicity**: 3
**Molecular weight**: 656.4 g mol⁻¹
**LUMO energy (spin up / spin down)**: -2.2 / -2.3 eV
**Gap between HOMO and LUMO (spin up / spin down)**: 6.02 / 8.75 eV
**ΔE to the lowest compared entry with this formula, charge and spin**: 0.0 kJ/mol
**Charge**: +1

Element x y z (Å)
Ti: 0.703 -1.287 -0.422
C: -3.213 4.860 1.297
C: -1.716 5.070 1.400
C: -1.268 6.289 0.618
C: 0.210 6.537 0.824
C: 1.003 5.300 0.511
C: 2.315 5.386 0.151
C: 3.049 4.235 -0.162
F: 4.331 4.382 -0.505
C: 2.492 2.999 -0.134
C: 1.144 2.882 0.232
C: 0.528 1.558 0.251
O: 1.190 0.596 -0.077
C: -0.823 1.488 0.642
C: -1.469 2.669 0.950
N: -0.936 3.874 0.924
C: 0.401 4.015 0.560
C: -1.668 0.216 0.756
O: -2.871 0.335 0.923
O: -1.011 -0.871 0.629
H: -3.695 5.807 1.536
H: -3.598 4.120 1.995
H: -3.509 4.575 0.286
H: -1.445 5.214 2.450
H: -1.849 7.148 0.954
H: -1.492 6.135 -0.442
H: 0.391 6.830 1.863
H: 0.563 7.359 0.202
H: 2.801 6.352 0.095
H: 3.063 2.118 -0.384
H: -2.508 2.593 1.237
C: 1.323 -0.492 5.003
C: 1.665 -1.480 3.928
C: 2.335 -2.668 4.176
C: 2.598 -3.554 3.148
C: 2.176 -3.195 1.878
Br: 2.485 -4.465 0.489
N: 1.553 -2.063 1.587
C: 1.297 -1.232 2.610
H: 1.767 -0.779 5.955
H: 0.243 -0.432 5.140
H: 1.681 0.506 4.753
H: 2.646 -2.911 5.185
H: 3.100 -4.495 3.314
H: 0.758 -0.331 2.355
N: 2.772 -1.630 -1.464
C: 3.315 -0.651 -2.445
C: 2.213 0.016 -3.245
C: 1.253 -0.956 -3.937
C: -0.200 -0.574 -3.727
N: -0.573 -0.623 -2.287
H: 3.431 -1.718 -0.696
H: 2.766 -2.553 -1.885
H: 4.031 -1.147 -3.106
H: 3.870 0.098 -1.877
H: 2.678 0.678 -3.979
H: 1.646 0.656 -2.562
H: 1.388 -1.973 -3.554
H: 1.459 -1.011 -5.008
H: -0.856 -1.239 -4.290
H: -0.373 0.435 -4.111
H: -1.350 -1.273 -2.166
H: -0.934 0.281 -2.010
C: -2.518 -5.004 0.381
C: -2.639 -4.299 -0.973
C: -2.291 -5.252 -2.108
C: -4.054 -3.763 -1.143
N: -1.770 -3.105 -1.060
N: -0.374 -3.350 -0.835
H: -3.255 -5.805 0.453
H: -2.698 -4.307 1.202
H: -1.542 -5.472 0.532
H: -2.978 -6.098 -2.121
H: -1.286 -5.668 -1.999
H: -2.357 -4.743 -3.071
H: -4.780 -4.575 -1.092
H: -4.162 -3.262 -2.106
H: -4.295 -3.045 -0.356
H: -2.029 -2.440 -0.336
H: -0.021 -3.837 -1.652
H: -0.232 -3.979 -0.046

=====

3.
ORCA calculation (ωB97M-V/def2-TZVPD) on a single C5H10 molecule at a distorted geometry.

Computed properties:
**Molecular weight**: 70.1 g mol⁻¹
**LUMO energy**: 1.2 eV
**SMILES**: C[C@@H]1C[C@@H]1C
**Gap between HOMO and LUMO**: 11.06 eV
**ΔE to the lowest compared entry with this formula, charge and spin**: 240.4 kJ/mol

Element x y z (Å)
C: 1.481 -0.987 0.058
C: 0.654 0.480 0.593
C: 0.187 1.431 -0.415
C: -0.795 0.625 0.424
C: -1.626 -0.468 -0.192
H: 1.229 -1.112 -0.987
H: 1.131 -1.868 0.614
H: 2.589 -0.999 0.114
H: 1.392 0.355 1.350
H: 0.285 2.498 -0.264
H: 0.330 1.108 -1.442
H: -1.311 1.175 1.207
H: -2.557 -0.050 -0.586
H: -1.103 -0.953 -1.022
H: -1.885 -1.235 0.546

=====

4.
ORCA calculation (ωB97M-V/def2-TZVPD) on a molecular structure, C5H12N4O3 at a distorted geometry.

Computed properties:
**Molecular weight**: 176.2 g mol⁻¹
**LUMO energy**: 0.0 eV
**Gap between HOMO and LUMO**: 8.86 eV
**ΔE to the lowest compared entry with this formula, charge and spin**: 1152.7 kJ/mol

Element x y z (Å)
C: -0.419 0.117 -0.774
C: -2.626 -1.165 -0.042
C: -3.507 0.190 0.505
C: 1.263 -1.326 0.725
C: 2.653 -0.306 0.371
H: 1.400 1.498 -1.294
H: 1.163 2.581 0.021
H: -2.343 -0.196 -1.803
H: -1.610 -1.394 0.856
H: -3.203 -2.254 -0.502
H: -4.043 -0.179 1.377
H: -3.922 0.676 -0.447
H: -1.668 1.372 0.521
H: -0.348 -1.719 -0.729
H: 1.345 -2.708 0.419
H: 0.641 -1.047 1.929
H: 1.832 -0.031 -1.350
N: 0.895 1.555 -0.062
N: -0.460 1.321 -0.404
N: -1.633 -0.507 -1.022
N: 0.413 -0.933 -0.465
O: -2.401 0.908 1.153
O: 2.726 0.143 -0.945
O: 3.684 -0.016 1.037